# 1
Here is a structure of composition C33H40AsO3PPt at a distorted geometry from OMol25. Energies are from the ωB97M-V functional and the def2-TZVPD basis.

Positions of all 79 atoms, in Å:
Pt  0.34  1.05  0.32
C  0.13  2.98  3.03
C  1.02  2.73  1.85
C  1.15  3.68  0.83
C  2.15  3.60  -0.14
C  2.31  4.68  -1.15
C  3.06  2.54  -0.09
C  2.99  1.56  0.91
C  4.05  0.52  1.04
C  1.92  1.62  1.84
H  -0.86  2.54  2.91
H  0.00  4.06  3.16
H  0.58  2.58  3.94
H  0.49  4.54  0.83
H  1.78  4.43  -2.07
H  3.36  4.82  -1.41
H  1.91  5.62  -0.79
H  3.88  2.51  -0.79
H  3.74  -0.42  0.57
H  4.26  0.32  2.09
H  4.97  0.85  0.56
H  1.96  0.97  2.71
C  -4.47  0.83  1.93
C  -3.13  0.52  1.29
O  -3.03  1.22  0.04
P  -1.67  1.87  -0.52
O  -1.91  1.73  -2.08
C  -2.01  0.44  -2.70
C  -3.45  0.04  -2.93
O  -1.74  3.42  -0.28
C  -2.89  4.25  -0.62
C  -3.63  4.64  0.63
H  -4.61  0.18  2.79
H  -5.27  0.63  1.22
H  -4.52  1.86  2.26
H  -3.05  -0.55  1.07
H  -2.29  0.82  1.93
H  -1.50  -0.30  -2.06
H  -1.47  0.53  -3.65
H  -3.99  -0.04  -1.98
H  -3.49  -0.93  -3.43
H  -3.95  0.78  -3.55
H  -3.53  3.71  -1.32
H  -2.47  5.12  -1.13
H  -4.05  3.77  1.12
H  -4.45  5.31  0.37
H  -2.97  5.16  1.32
C  -2.98  -3.98  -0.62
C  -2.62  -3.41  0.59
C  -1.50  -2.60  0.67
C  -0.73  -2.37  -0.46
C  -1.09  -2.93  -1.68
C  -2.20  -3.75  -1.75
As  0.89  -1.30  -0.25
C  2.08  -2.16  -1.53
C  2.19  -1.94  -2.89
C  3.02  -2.77  -3.65
C  3.74  -3.79  -3.04
C  3.64  -4.00  -1.68
C  2.82  -3.19  -0.90
C  2.65  -3.30  0.54
C  3.28  -4.23  1.37
C  3.06  -4.19  2.73
C  2.22  -3.24  3.29
C  1.57  -2.32  2.48
C  1.77  -2.36  1.11
H  -3.85  -4.60  -0.68
H  -3.22  -3.59  1.47
H  -1.20  -2.18  1.62
H  -0.49  -2.74  -2.56
H  -2.46  -4.23  -2.69
H  1.63  -1.15  -3.37
H  3.11  -2.61  -4.71
H  4.38  -4.42  -3.63
H  4.20  -4.80  -1.22
H  3.94  -4.97  0.95
H  3.55  -4.91  3.37
H  2.06  -3.22  4.36
H  0.90  -1.58  2.90

- net charge = +2
- relative energy (zero: lowest compared OMol25 entry of this formula, charge and spin) (kcal per mole) = 43.56
- E_tot (a.u.) = -4203.1954
- E_HOMO (eV) = -13.5444
- gap between HOMO and LUMO (eV) = 5.1
- maximum force (Eh/bohr) = 0.0397

---

# 2
Here is a structure of composition C33H40Br2N2ORuSe2Si at a distorted geometry from OMol25. Energies are from the ωB97M-V functional and the def2-TZVPD basis.

Positions of all 82 atoms, in Å:
Ru  -0.20  -0.24  -0.48
C  4.82  0.42  0.60
Se  2.99  1.01  0.29
C  3.32  1.91  -1.42
C  2.43  3.14  -1.54
Se  0.62  2.71  -0.92
C  -0.33  4.03  -1.99
H  5.22  -0.10  -0.27
H  4.81  -0.25  1.46
H  5.43  1.29  0.84
H  3.11  1.21  -2.23
H  4.38  2.18  -1.45
H  2.37  3.48  -2.58
H  2.80  3.95  -0.92
H  0.12  5.00  -1.80
H  -1.36  4.05  -1.66
H  -0.27  3.79  -3.05
C  -1.97  -1.24  0.09
Si  -1.72  -2.99  -0.42
C  -0.12  -3.43  0.44
N  0.83  -2.32  0.29
C  1.80  -2.20  1.39
C  2.83  -3.35  1.35
C  3.25  -3.71  -0.10
C  2.98  -2.52  -1.03
C  1.48  -2.27  -1.02
C  -1.40  -2.95  -2.26
C  -1.10  -1.73  -2.86
C  -0.79  -1.62  -4.20
C  -0.80  -2.76  -4.99
C  -1.08  -3.99  -4.43
C  -1.37  -4.09  -3.07
C  -3.05  -4.18  0.09
C  -3.27  -4.38  1.46
C  -4.29  -5.19  1.91
C  -5.13  -5.82  1.00
C  -4.93  -5.64  -0.36
C  -3.91  -4.81  -0.81
H  -1.99  -1.09  1.17
H  -2.83  -0.76  -0.37
H  0.30  -4.37  0.07
H  -0.33  -3.58  1.51
H  1.26  -2.19  2.34
H  2.29  -1.24  1.30
H  2.42  -4.23  1.84
H  3.70  -3.03  1.93
H  2.68  -4.57  -0.45
H  4.30  -3.99  -0.14
H  3.30  -2.72  -2.05
H  3.52  -1.65  -0.67
H  0.99  -2.98  -1.69
H  1.32  -1.27  -1.46
H  -1.13  -0.81  -2.25
H  -0.55  -0.65  -4.64
H  -0.58  -2.68  -6.05
H  -1.08  -4.88  -5.04
H  -1.56  -5.07  -2.64
H  -2.62  -3.89  2.19
H  -4.45  -5.33  2.97
H  -5.94  -6.45  1.35
H  -5.58  -6.13  -1.07
H  -3.79  -4.66  -1.88
C  -2.69  1.39  -2.34
C  -2.74  1.71  -0.88
C  -3.85  2.40  -0.35
C  -3.93  2.66  0.99
C  -2.89  2.23  1.85
C  -2.87  2.38  3.26
Br  -4.28  3.26  4.15
C  -1.83  1.87  3.98
C  -0.77  1.19  3.34
Br  0.63  0.45  4.36
C  -0.74  1.04  1.98
O  0.22  0.42  1.32
C  -1.82  1.56  1.25
N  -1.75  1.33  -0.09
H  -2.98  2.25  -2.94
H  -3.37  0.57  -2.57
H  -1.68  1.09  -2.63
H  -4.64  2.72  -1.02
H  -4.78  3.19  1.40
H  -1.81  1.97  5.06

- net charge = +1
- 2S+1 = 2
- relative energy (zero: lowest compared OMol25 entry of this formula, charge and spin) (kcal per mole) = 63.79
- E_tot (a.u.) = -11801.2642
- E_HOMO (alpha / beta) (eV) = -10.2064 / -10.1542
- gap between HOMO and LUMO (alpha / beta) (eV) = 7.2 / 6.7
- maximum force (Eh/bohr) = 0.0483

---

# 3
Here is a structure of composition C33H40Cl2GeN7O5W at a distorted geometry from OMol25. Energies are from the ωB97M-V functional and the def2-TZVPD basis.

Positions of all 89 atoms, in Å:
W  0.16  0.80  -0.27
Cl  7.15  0.24  -0.25
C  5.49  -0.12  -0.12
C  4.56  1.03  -0.12
C  3.17  0.60  -0.43
N  2.15  1.39  -0.88
C  2.40  2.57  -1.60
O  3.43  2.82  -2.20
C  1.27  3.48  -1.47
C  1.31  4.77  -2.00
C  0.41  5.72  -1.58
C  -0.46  5.37  -0.52
C  -0.48  4.08  -0.07
N  0.29  3.07  -0.58
C  2.75  -0.72  -0.14
C  3.67  -1.73  0.12
C  5.05  -1.42  0.06
Cl  6.17  -2.70  0.17
N  1.38  -0.88  -0.39
C  1.06  -1.90  -1.30
O  1.62  -2.97  -1.38
C  0.03  -1.42  -2.25
C  -0.47  -2.29  -3.21
C  -1.33  -1.81  -4.19
C  -1.56  -0.42  -4.22
C  -1.02  0.39  -3.25
N  -0.26  -0.06  -2.19
H  4.90  1.83  -0.78
H  2.09  4.99  -2.72
H  0.40  6.72  -1.98
H  -1.08  6.12  -0.05
H  -1.09  3.82  0.79
H  3.35  -2.75  0.24
H  -0.17  -3.32  -3.16
H  -1.77  -2.46  -4.92
H  -2.14  0.01  -5.01
H  -1.15  1.47  -3.30
C  -3.20  3.57  -2.45
O  -3.51  3.32  -1.07
C  -2.77  2.48  -0.39
O  -1.87  1.77  -0.88
N  -3.05  2.45  0.93
N  -2.11  1.83  1.78
H  -3.59  4.57  -2.65
H  -3.71  2.85  -3.09
H  -2.13  3.54  -2.62
H  -3.81  3.01  1.30
H  -2.58  1.12  2.36
H  -1.69  2.51  2.41
O  0.53  1.22  1.54
N  1.82  1.59  1.95
C  2.64  0.62  2.49
C  3.97  0.70  2.33
C  4.53  1.70  1.38
C  3.68  2.91  1.35
C  2.36  2.80  1.54
H  2.15  -0.11  3.10
H  4.64  0.02  2.83
H  5.57  1.94  1.60
H  4.13  3.87  1.14
H  1.67  3.63  1.51
C  -0.27  -5.55  2.08
C  0.18  -4.13  1.75
C  -0.41  -3.09  2.71
C  -0.18  -1.65  2.24
Ge  -1.32  -0.97  0.68
C  -3.23  -1.06  1.48
C  -3.88  -2.43  1.31
C  -4.22  -2.77  -0.14
C  -3.93  -4.24  -0.41
H  0.19  -6.26  1.39
H  -1.35  -5.65  1.99
H  0.02  -5.83  3.09
H  -0.13  -3.89  0.73
H  1.27  -4.08  1.78
H  0.06  -3.22  3.69
H  -1.47  -3.28  2.84
H  0.87  -1.54  1.94
H  -0.35  -0.98  3.09
H  -1.37  -2.29  -0.10
H  -3.87  -0.30  1.03
H  -3.14  -0.85  2.54
H  -4.79  -2.45  1.91
H  -3.22  -3.19  1.71
H  -3.60  -2.15  -0.80
H  -5.26  -2.56  -0.36
H  -2.88  -4.46  -0.18
H  -4.11  -4.49  -1.46
H  -4.56  -4.88  0.20

- net charge = +2
- 2S+1 = 2
- relative energy (zero: lowest compared OMol25 entry of this formula, charge and spin) (kcal per mole) = 116.17
- E_tot (a.u.) = -5104.7541
- E_HOMO (alpha / beta) (eV) = -13.2014 / -13.2989
- gap between HOMO and LUMO (alpha / beta) (eV) = 6.1 / 6.2
- maximum force (Eh/bohr) = 0.0767

---

# 4
Here is a structure of composition C33H40CrN2O7S3 from OMol25. Energies are from the ωB97M-V functional and the def2-TZVPD basis.

Positions of all 86 atoms, in Å:
Cr  -0.40  -0.15  -0.26
C  3.89  -0.14  -0.82
C  2.57  0.10  -0.10
N  1.47  0.19  -1.05
N  1.69  1.23  -1.88
C  0.67  1.75  -2.46
S  -1.00  1.26  -2.13
S  0.97  3.24  -3.40
C  1.23  4.40  -2.01
C  -0.02  4.92  -1.37
C  -0.59  6.12  -1.78
C  -1.77  6.58  -1.22
C  -2.40  5.83  -0.23
C  -1.85  4.63  0.19
C  -0.66  4.18  -0.37
C  2.53  1.33  0.79
C  3.65  2.11  1.03
C  3.62  3.26  1.81
C  2.40  3.64  2.36
C  1.26  2.90  2.12
C  1.28  1.74  1.32
O  0.15  1.12  1.13
H  4.08  0.67  -1.52
H  3.78  -1.07  -1.38
H  4.72  -0.24  -0.13
H  1.81  5.23  -2.42
H  1.86  3.87  -1.29
H  -0.10  6.69  -2.56
H  -2.20  7.52  -1.55
H  -3.34  6.18  0.20
H  -2.33  4.01  0.92
H  -0.25  3.24  -0.04
H  4.60  1.80  0.59
H  4.52  3.84  1.98
H  2.34  4.53  2.98
H  0.30  3.20  2.53
C  -2.95  -3.99  4.33
O  -1.74  -3.68  4.96
C  -0.79  -3.04  4.18
C  0.41  -2.71  4.80
C  1.39  -2.07  4.07
C  1.25  -1.74  2.70
C  2.33  -1.14  2.00
C  3.63  -0.78  2.65
O  2.25  -1.09  0.64
C  -0.02  -2.03  2.09
O  -0.34  -1.72  0.88
C  -1.00  -2.70  2.85
H  -3.56  -4.50  5.08
H  -2.81  -4.65  3.47
H  -3.47  -3.09  3.99
H  0.55  -2.95  5.85
H  2.31  -1.81  4.57
H  3.96  -1.57  3.34
H  3.57  0.15  3.22
H  4.41  -0.65  1.91
H  -1.93  -2.89  2.34
C  -3.03  -4.61  -2.17
C  -3.14  -3.24  -1.52
C  -2.45  -2.14  -2.32
S  -0.69  -2.06  -1.93
O  -0.21  -3.44  -1.62
C  -0.05  -1.69  -3.58
C  1.46  -1.82  -3.64
C  1.93  -2.00  -5.09
H  -3.58  -5.36  -1.59
H  -1.99  -4.92  -2.24
H  -3.46  -4.60  -3.18
H  -2.71  -3.26  -0.51
H  -4.19  -2.95  -1.40
H  -2.84  -1.16  -2.05
H  -2.57  -2.29  -3.40
H  -0.38  -0.68  -3.82
H  -0.54  -2.42  -4.23
H  1.78  -2.67  -3.04
H  1.91  -0.93  -3.21
H  1.52  -2.91  -5.53
H  3.02  -2.06  -5.14
H  1.62  -1.16  -5.71
C  -4.46  -0.81  1.20
O  -3.19  -1.00  0.59
C  -2.39  0.17  0.44
O  -2.89  1.22  0.78
H  -4.76  -1.77  1.62
H  -5.21  -0.50  0.46
H  -4.42  -0.04  1.98

- net charge = -2
- 2S+1 = 5
- relative energy (zero: lowest compared OMol25 entry of this formula, charge and spin) (kcal per mole) = 27.98
- E_tot (a.u.) = -4156.7427
- E_HOMO (alpha / beta) (eV) = -0.2563 / -1.3852
- gap between HOMO and LUMO (alpha / beta) (eV) = 4.6 / 5.8
- maximum force (Eh/bohr) = 0.0173

---

> What is the relative energy (zero: lowest compared OMol25 entry of this formula, charge and spin) in the third record?

116.17 kcal per mole

---

> Among the records above, which one has the lowest maximum force?

C33H40CrN2O7S3

---

What did the fourth record say?
Here is a structure of composition C33H40CrN2O7S3 from OMol25. Energies are from the ωB97M-V functional and the def2-TZVPD basis.

Positions of all 86 atoms, in Å:
Cr  -0.40  -0.15  -0.26
C  3.89  -0.14  -0.82
C  2.57  0.10  -0.10
N  1.47  0.19  -1.05
N  1.69  1.23  -1.88
C  0.67  1.75  -2.46
S  -1.00  1.26  -2.13
S  0.97  3.24  -3.40
C  1.23  4.40  -2.01
C  -0.02  4.92  -1.37
C  -0.59  6.12  -1.78
C  -1.77  6.58  -1.22
C  -2.40  5.83  -0.23
C  -1.85  4.63  0.19
C  -0.66  4.18  -0.37
C  2.53  1.33  0.79
C  3.65  2.11  1.03
C  3.62  3.26  1.81
C  2.40  3.64  2.36
C  1.26  2.90  2.12
C  1.28  1.74  1.32
O  0.15  1.12  1.13
H  4.08  0.67  -1.52
H  3.78  -1.07  -1.38
H  4.72  -0.24  -0.13
H  1.81  5.23  -2.42
H  1.86  3.87  -1.29
H  -0.10  6.69  -2.56
H  -2.20  7.52  -1.55
H  -3.34  6.18  0.20
H  -2.33  4.01  0.92
H  -0.25  3.24  -0.04
H  4.60  1.80  0.59
H  4.52  3.84  1.98
H  2.34  4.53  2.98
H  0.30  3.20  2.53
C  -2.95  -3.99  4.33
O  -1.74  -3.68  4.96
C  -0.79  -3.04  4.18
C  0.41  -2.71  4.80
C  1.39  -2.07  4.07
C  1.25  -1.74  2.70
C  2.33  -1.14  2.00
C  3.63  -0.78  2.65
O  2.25  -1.09  0.64
C  -0.02  -2.03  2.09
O  -0.34  -1.72  0.88
C  -1.00  -2.70  2.85
H  -3.56  -4.50  5.08
H  -2.81  -4.65  3.47
H  -3.47  -3.09  3.99
H  0.55  -2.95  5.85
H  2.31  -1.81  4.57
H  3.96  -1.57  3.34
H  3.57  0.15  3.22
H  4.41  -0.65  1.91
H  -1.93  -2.89  2.34
C  -3.03  -4.61  -2.17
C  -3.14  -3.24  -1.52
C  -2.45  -2.14  -2.32
S  -0.69  -2.06  -1.93
O  -0.21  -3.44  -1.62
C  -0.05  -1.69  -3.58
C  1.46  -1.82  -3.64
C  1.93  -2.00  -5.09
H  -3.58  -5.36  -1.59
H  -1.99  -4.92  -2.24
H  -3.46  -4.60  -3.18
H  -2.71  -3.26  -0.51
H  -4.19  -2.95  -1.40
H  -2.84  -1.16  -2.05
H  -2.57  -2.29  -3.40
H  -0.38  -0.68  -3.82
H  -0.54  -2.42  -4.23
H  1.78  -2.67  -3.04
H  1.91  -0.93  -3.21
H  1.52  -2.91  -5.53
H  3.02  -2.06  -5.14
H  1.62  -1.16  -5.71
C  -4.46  -0.81  1.20
O  -3.19  -1.00  0.59
C  -2.39  0.17  0.44
O  -2.89  1.22  0.78
H  -4.76  -1.77  1.62
H  -5.21  -0.50  0.46
H  -4.42  -0.04  1.98

- net charge = -2
- 2S+1 = 5
- relative energy (zero: lowest compared OMol25 entry of this formula, charge and spin) (kcal per mole) = 27.98
- E_tot (a.u.) = -4156.7427
- E_HOMO (alpha / beta) (eV) = -0.2563 / -1.3852
- gap between HOMO and LUMO (alpha / beta) (eV) = 4.6 / 5.8
- maximum force (Eh/bohr) = 0.0173

---

> Which of these has the highest relative energy (zero: lowest compared OMol25 entry of this formula, charge and spin)?

C33H40Cl2GeN7O5W